DFT (wB97M-V/def2-TZVPD) results for a structure of composition C5H9N at a distorted geometry.

XYZ file:
```
15
Properties=species:S:1:pos:R:3:mulliken_charge:R:1
N 0.6564 1.7176 1.2160 -0.614
C -0.2384 0.7026 0.5674 0.444
C -0.0524 -0.4630 -0.1614 -0.253
C 0.7335 -0.6327 -1.3358 -0.002
C 0.9335 -1.7396 -2.0976 -0.880
C -1.3709 0.5870 1.6008 -1.269
H 1.6017 1.5969 0.8314 0.284
H -0.0472 1.7416 0.0371 0.314
H -0.6211 -1.3611 0.0898 0.248
H 1.2157 0.2771 -1.7159 0.230
H 1.5770 -1.6039 -2.9471 0.276
H 0.4670 -2.6205 -1.6817 0.260
H -0.8837 0.3960 2.5546 0.269
H -2.1326 -0.1718 1.4173 0.373
H -1.8387 1.5737 1.6249 0.322
```

The spin multiplicity is 1. The net charge is 0.

DFT (wB97M-V/def2-TZVPD) results for an isolated molecule of C5H9N at a distorted geometry.

XYZ file:
```
15
Properties=species:S:1:pos:R:3:mulliken_charge:R:1
C 1.2580 1.6013 0.8299 -1.209
C -0.8695 0.3711 -0.1226 -0.415
C 0.7161 0.3916 0.1042 0.638
C -1.5215 -0.9211 -0.4345 -0.206
C -1.0478 -2.1414 -0.6784 -0.663
N 1.5155 -0.5108 -0.3567 -0.632
H 2.4918 -0.3199 -0.1053 0.220
H 2.3475 1.5615 0.9179 0.386
H 0.9825 2.5034 0.2762 0.272
H 0.8233 1.6509 1.8316 0.298
H -1.3058 0.7655 0.8020 0.282
H -1.0583 1.0846 -0.9317 0.291
H -2.6319 -0.7168 -0.5874 0.211
H 0.0129 -2.3622 -0.6046 0.277
H -1.7127 -2.9577 -0.9407 0.249
```

The spin multiplicity is 1. The net charge is 0. As for the SMILES: [H]/N=C(\C)CC=C.

DFT (wB97M-V/def2-TZVPD) results for an isolated molecule of C5H9N at a distorted geometry.

XYZ file:
```
15
Properties=species:S:1:pos:R:3:mulliken_charge:R:1
N 2.0852 0.6081 -0.6908 -0.583
C 1.9674 -0.6331 0.1256 -0.422
C -2.9141 0.6774 -0.1586 -0.680
C -1.9905 -0.1632 0.3727 -0.026
C -0.5159 0.2716 0.3747 -0.241
C 0.4248 -0.7497 0.5237 -0.388
H 2.2458 1.4014 -0.1019 0.202
H 2.9288 0.6287 -1.2115 0.226
H 2.5082 -0.6966 1.0600 0.259
H 2.2164 -1.4273 -0.5772 0.341
H -4.0490 0.5864 -0.1023 0.246
H -2.4984 1.3942 -0.9153 0.176
H -2.1353 -1.2625 0.6394 0.220
H -0.3946 1.1467 -0.1750 0.418
H 0.1212 -1.7820 0.8364 0.253
```

The spin multiplicity is 1. The net charge is 0. As for the SMILES: C=C/C=C/CN.

Energy above the lowest of the compared OMol25 structures with the same formula, charge and spin, respectively: 5.071 1.236 2.641 eV.